(w)
23
Properties=species:S:1:pos:R:3:mulliken_charge:R:1 method="wB97M-V/def2-TZVPD" multiplicity=1 gap_ha=0.2396 e_homo_ev=-3.70 total_charge=-1 e_lumo_ev=2.82
C 1.681 -0.389 -2.859 -0.992
C 1.204 0.224 -4.266 0.599
O 1.173 1.497 -4.273 -0.718
O 1.018 -0.648 -5.104 -0.693
H 2.764 -0.721 -2.858 0.334
H 1.127 -1.229 -2.544 0.278
H 1.641 0.238 -2.020 0.251
C -1.557 -1.919 2.841 -1.215
C -0.026 1.468 0.389 0.738
C -0.088 1.533 1.759 -0.655
C -0.565 0.373 -0.243 -0.698
C -0.621 0.480 2.585 -0.331
C -1.076 -0.687 0.626 -0.353
C -1.079 -0.725 2.019 0.204
O 0.436 2.474 -0.413 -0.491
H 1.150 2.914 0.066 0.284
H 0.408 2.300 2.405 0.167
H -0.513 0.294 -1.328 0.653
H -0.723 0.624 3.646 0.372
H -1.526 -1.522 0.121 0.342
H -2.590 -1.793 3.258 0.248
H -0.847 -1.917 3.775 0.286
H -1.388 -2.868 2.418 0.388

(x)
23
Properties=species:S:1:pos:R:3:mulliken_charge:R:1 method="wB97M-V/def2-TZVPD" multiplicity=1 gap_ha=0.2761 e_homo_ev=-4.12 total_charge=-1 e_lumo_ev=3.40
C -0.960 -2.217 1.404 -0.828
C -2.157 -1.300 1.664 0.631
O -2.697 -0.807 0.589 -0.617
O -2.551 -1.064 2.788 -0.671
H -0.915 -2.403 0.330 0.253
H -1.018 -3.188 1.894 0.340
H -0.043 -1.696 1.675 0.222
C 3.779 1.611 -0.392 -1.371
C -0.340 0.351 -1.115 0.126
C 0.099 0.794 0.144 -0.363
C 0.661 0.322 -2.119 -0.534
C 1.442 1.119 0.355 -0.428
C 1.988 0.599 -1.885 -0.353
C 2.418 1.027 -0.619 0.687
O -1.572 -0.009 -1.375 -0.799
H -0.565 0.933 0.988 0.482
H -2.079 -0.457 -0.357 0.398
H 0.319 0.124 -3.131 0.351
H 1.711 1.455 1.348 0.245
H 2.671 0.431 -2.713 0.303
H 4.626 1.007 -0.716 0.328
H 3.968 1.822 0.662 0.338
H 3.913 2.559 -0.926 0.262

We find (x) to be the most stable, with the next structure 0.0677 hartree higher.

(w)
18
Properties=species:S:1:pos:R:3:mulliken_spin:R:1 method="wB97M-V/def2-TZVPD" multiplicity=2 gap_ha="0.1870 / 0.2077" e_homo_ev="1.62 / 1.00" total_charge=-2 e_lumo_ev="6.71 / 6.65"
C -2.122 0.940 0.641 0.033
C -0.941 0.892 -0.169 0.667
N 0.057 -0.065 -0.418 0.095
C -0.206 -1.450 0.000 0.065
C 1.041 -2.335 -0.217 0.011
O 0.922 -3.603 0.231 0.001
O -0.496 2.257 -0.933 0.116
H -3.116 0.837 0.203 0.061
H -2.027 1.567 1.532 0.017
H -1.280 1.537 -1.258 -0.036
H 0.330 0.058 -1.383 0.001
H -1.035 -1.823 -0.617 -0.030
H -0.499 -1.429 1.043 -0.002
H 1.889 -1.736 0.230 0.000
H 1.265 -2.281 -1.326 0.001
H 1.146 2.285 1.617 -0.004
H 0.758 2.633 0.202 0.009
O 1.505 2.727 0.841 -0.005

(x)
18
Properties=species:S:1:pos:R:3:mulliken_spin:R:1 method="wB97M-V/def2-TZVPD" multiplicity=2 gap_ha="0.1042 / 0.2404" e_homo_ev="4.24 / 0.36" total_charge=-2 e_lumo_ev="7.07 / 6.90"
C -0.924 -1.340 0.010 -0.011
O -0.046 -2.236 -0.447 -0.064
C -0.100 -0.218 0.878 0.299
C -0.557 1.274 0.427 -0.071
C 0.166 2.372 1.095 0.432
O 0.990 3.090 0.507 0.277
N 1.300 -0.429 0.637 0.028
H -1.276 -0.733 -0.839 0.003
H -1.714 -1.663 0.652 0.016
H -0.509 -0.443 1.897 -0.068
H -0.271 1.067 -0.624 -0.027
H -1.665 1.430 0.385 0.069
H -0.133 2.771 2.016 0.119
H 1.553 -0.105 -0.280 -0.014
H 1.352 -1.468 0.684 0.011
H 0.408 -0.562 -2.843 -0.007
H 0.424 -1.767 -1.785 0.010
O 1.004 -1.039 -2.370 -0.001

We find (x) to be the most stable, with the next structure 0.0761 hartree higher.

(w)
12
Properties=species:S:1:pos:R:3:mulliken_charge:R:1 method="wB97M-V/def2-TZVPD" multiplicity=1 gap_ha=0.3074 e_homo_ev=-8.78 e_lumo_ev=-0.41
C -0.274 0.042 0.819 0.178
C 0.109 1.494 0.468 -0.448
C 0.046 -0.254 -1.513 0.492
H 0.843 -2.559 -1.465 0.168
H -0.967 0.449 2.454 0.281
H 1.255 1.544 0.943 0.286
H -0.419 2.381 1.085 0.371
N -0.017 -0.813 -0.312 -0.148
N -0.413 -0.460 2.033 -0.567
S -0.587 -2.408 -0.257 -0.168
S 0.074 1.677 -1.343 -0.115
S 0.350 -1.093 -2.914 -0.331

(x)
12
Properties=species:S:1:pos:R:3:mulliken_charge:R:1 method="wB97M-V/def2-TZVPD" multiplicity=1 gap_ha="0.2803 / 0.2803" e_homo_ev="-8.39 / -8.39" e_lumo_ev="-0.77 / -0.77"
C 0.637 0.905 1.524 -0.011
C -0.461 0.323 -1.186 0.331
C 0.805 -0.159 -0.657 -0.442
N 0.654 -0.178 2.083 -0.125
N 0.624 -1.390 -0.136 -0.493
S -0.466 1.530 -2.268 -0.276
S 0.980 -1.623 1.703 0.052
S -2.008 -0.268 -0.446 -0.191
H 0.545 1.962 1.905 0.289
H 1.706 0.220 -1.053 0.420
H -0.350 -1.760 -0.230 0.318
H -2.666 0.438 -1.240 0.126

We find (w) to be the most stable, with the next structure 0.0143 hartree higher.

(w)
12
Properties=species:S:1:pos:R:3:mulliken_charge:R:1 method="wB97M-V/def2-TZVPD" multiplicity=1 gap_ha="0.2823 / 0.2823" e_homo_ev="-8.18 / -8.17" e_lumo_ev="-0.49 / -0.49"
C 0.028 -0.426 -0.967 0.176
C -2.076 0.472 -0.181 0.631
C 1.825 0.491 0.769 -0.846
N -0.195 -1.561 -1.333 -0.104
N -1.622 0.848 0.901 -0.554
S -2.811 0.283 -1.489 -0.320
S -1.151 -2.708 -1.640 -0.180
S 1.242 0.768 -0.903 -0.016
H 2.765 0.905 1.031 0.356
H 1.726 -0.553 0.922 0.339
H 1.138 1.096 1.464 0.197
H -0.868 0.386 1.426 0.320

(x)
12
Properties=species:S:1:pos:R:3:mulliken_charge:R:1 method="wB97M-V/def2-TZVPD" multiplicity=1 gap_ha=0.2965 e_homo_ev=-8.72 e_lumo_ev=-0.65
C -0.894 -2.068 -0.580 -0.238
C 2.179 -0.035 0.008 0.187
C -1.217 1.988 0.462 -0.230
H -1.714 -1.819 -1.171 0.303
H -1.173 -2.818 0.398 0.162
H -2.241 1.282 0.834 0.200
H -1.225 3.270 0.270 0.199
N 0.010 -1.238 -0.655 -0.279
N -0.235 1.166 0.232 -0.165
S 1.338 -1.370 0.640 0.023
S 3.794 0.078 -0.074 -0.197
S 1.377 1.563 -0.365 0.034

We find (w) to be the most stable, with the next structure 0.0570 hartree higher.